{
  "formula": "C16H19BCuN6Te",
  "method": "the ωB97M-V functional and the def2-TZVPD basis",
  "multiplicity": 2,
  "max_force_ev_per_a": 1.98,
  "e_homo_ev": [-7.145, -7.621],
  "e_tot_ha": -2882.93427,
  "e_lumo_ev": [-0.486, -1.147],
  "de_lowest_ev": 0.208,
  "species": ["C", "C", "H", "C", "N", "C", "C", "H", "B", "H", "H", "H", "H", "H", "C", "N", "H", "C", "H", "H", "H", "C", "N", "C", "C", "H", "C", "C", "N", "C", "C", "Te", "H", "H", "C", "Cu", "H", "H", "H", "N", "C", "N", "H", "H"],
  "coordinates": [[-1.27558, 1.25472, 0.81224], [2.61178, -3.01210, -1.70108], [-4.42595, -4.15181, 1.99260], [1.96342, 2.27456, -3.03840], [2.86842, 1.04774, 0.23980], [-3.47975, -1.57215, 0.03372], [-3.44303, -2.86866, 0.58458], [-6.08176, -2.43202, 2.71015], [2.98774, 0.67301, -1.25209], [-1.53423, 2.02933, 0.07846], [-0.76252, 1.73886, 1.65068], [-4.31307, 0.41520, -0.07050], [2.91474, -3.98710, -2.01008], [4.07040, 0.90692, -1.70021], [1.92896, 1.24307, 2.21352], [0.55382, 1.32222, -1.61329], [1.19589, 1.22699, 3.01648], [-5.33775, -2.18504, 1.95331], [-2.67748, -3.56091, 0.22427], [-0.44285, -0.82487, 1.10997], [-6.04270, -0.14695, 1.70186], [-0.18650, 2.06918, -2.44642], [1.43754, -1.30238, -0.80671], [3.25128, 1.72786, 2.31628], [-4.40411, -3.16524, 1.55855], [4.32778, -1.64978, -2.25926], [-4.39156, -0.56554, 0.40621], [3.34650, -1.83263, -1.84382], [1.71666, 0.81891, 0.95450], [3.80752, 1.58090, 1.04290], [1.41408, -2.63193, -1.05704], [-1.97531, -1.08225, -1.33274], [0.39822, 3.37051, -4.15306], [-1.27109, 2.11140, -2.41052], [-5.33114, -0.89468, 1.39044], [0.05736, 0.14092, -0.09243], [4.78850, 1.80974, 0.66158], [3.73371, 2.12402, 3.17714], [2.92955, 2.50937, -3.46159], [2.62004, -0.82285, -1.32855], [0.67426, 2.70048, -3.37042], [1.87127, 1.43739, -1.98985], [-2.19447, 0.76163, 1.14137], [0.56720, -3.27836, -0.84403]],
  "atomic_forces_ev_per_a": [[-0.6, 0.2, 0.6], [-0.1, 0.9, 0.3], [-0.1, -0.1, 0.2], [-0.9, -0.1, 0.2], [-0.2, 0.2, 1.3], [0.6, 0.2, -0.1], [-0.9, 1.0, 0.2], [0.2, 0.1, -0.2], [-1.0, -0.3, 0.7], [0.3, -0.4, -0.1], [0.0, -0.3, -0.2], [-0.2, -0.3, 0.3], [0.0, -0.3, -0.1], [0.0, 0.0, 0.0], [1.3, 0.1, -1.0], [0.2, 0.3, -0.7], [0.0, -0.2, -0.5], [0.3, 0.1, -0.3], [-0.4, 0.1, 0.3], [0.1, 1.4, -1.3], [-0.2, 0.0, 0.2], [1.5, 0.0, -0.4], [0.4, -0.6, -1.0], [-0.2, -0.3, -0.8], [0.0, 0.6, -0.4], [-0.2, 0.0, 0.0], [0.1, -1.2, 0.4], [-0.9, -0.4, 0.3], [1.2, 0.8, 0.5], [-0.8, -0.1, 0.7], [1.0, 0.8, -0.4], [-0.4, -0.4, -0.9], [-0.1, 0.2, -0.3], [0.3, -0.1, 0.3], [0.4, -0.5, -0.3], [0.1, -1.5, 1.3], [0.0, 0.0, 0.0], [0.2, 0.2, 0.4], [-0.1, 0.0, 0.0], [-0.3, -1.0, 0.3], [0.3, -0.4, 0.6], [-1.2, 0.6, -0.3], [0.4, 0.1, 0.0], [0.1, 0.5, 0.2]],
  "mulliken_spin": [0.09, 0.00, 0.00, 0.00, 0.01, -0.03, 0.02, 0.00, 0.00, 0.00, 0.00, 0.00, 0.00, 0.00, -0.01, 0.00, 0.00, 0.05, 0.00, 0.04, 0.00, 0.00, 0.01, 0.00, -0.03, 0.00, 0.02, 0.00, 0.01, 0.00, 0.00, 0.72, 0.00, 0.00, -0.03, 0.13, 0.00, 0.00, 0.00, 0.00, 0.00, 0.00, -0.01, 0.00]
}